Entry from the Open Molecules 2025 dataset: a 2-piece molecular cluster, C6H16N2O2 overall (the ωB97M-V functional and the def2-TZVPD basis).

Properties
- Charge: 0
- HOMO energy: -9.47 eV
- HOMO-LUMO gap: 10.33 eV
- LUMO energy: 0.86 eV
- SMILES: CC(C)N(N)C(=O)O.CC
- F_max: 0.010 hartree/bohr
- ΔE to the lowest compared entry with this formula, charge and spin: 153.3 kJ/mol
- Spin multiplicity: 1

Cartesian coordinates (Å):
C: -1.5217 -0.0943 1.6648
C: -1.7901 -0.5818 0.2451
C: -1.9969 -2.0956 0.1986
N: -0.7058 -0.1994 -0.6695
N: -1.0333 0.2960 -1.9379
C: 0.5213 -0.7706 -0.5299
O: 0.9597 -1.2212 0.5015
O: 1.2182 -0.7749 -1.6804
H: -2.3591 -0.3591 2.3047
H: -0.6179 -0.5568 2.0476
H: -1.3965 0.9857 1.6798
H: -2.6885 -0.0793 -0.1379
H: -2.8736 -2.3758 0.7768
H: -2.1354 -2.4331 -0.8275
H: -1.1270 -2.5940 0.6169
H: -1.5792 -0.3727 -2.4793
H: -1.5566 1.1613 -1.8396
H: 2.1053 -1.1169 -1.5031
C: 1.7730 2.0362 -0.1652
C: 2.8681 1.2558 0.5521
H: 0.7915 1.6618 0.1104
H: 1.8778 1.9584 -1.2458
H: 1.8179 3.0906 0.1083
H: 3.0812 0.3188 0.0541
H: 2.5722 1.0290 1.5736
H: 3.7955 1.8318 0.5819

Cartesian forces, eV/Å:
C -0.06 -0.02 -0.17
C -0.02 -0.24 0.32
C -0.12 0.22 0.02
N -0.29 0.16 -0.41
N -0.24 0.13 -0.20
C 0.29 0.05 -0.28
O 0.03 -0.33 0.29
O 0.19 0.06 -0.40
H -0.11 0.00 0.10
H 0.01 -0.01 0.08
H 0.01 0.12 0.03
H 0.26 -0.07 0.00
H -0.09 -0.07 0.05
H -0.05 -0.06 -0.08
H 0.05 -0.08 0.04
H 0.03 0.07 0.18
H 0.12 -0.20 0.05
H -0.19 -0.03 0.28
C 0.17 0.12 0.09
C 0.13 0.35 0.04
H -0.09 0.05 -0.06
H -0.06 0.07 -0.06
H -0.07 0.04 -0.02
H 0.04 -0.23 0.01
H 0.08 -0.05 0.08
H 0.01 -0.06 0.01

These are the natural (NBO) partial charges, in e, on atoms 1 to 4: -0.622, -0.037, -0.628, -0.327